No. 1
10
Properties=species:S:1:pos:R:3 method="wB97M-V/def2-TZVPD" spin_multiplicity=3 s_squared=2.007 e_tot_ev=-26783.43116
C 2.867 1.908 0.937
C -0.583 -1.741 -0.215
N 3.846 2.132 1.504
N -1.199 -0.666 -0.485
S -0.396 0.828 -0.770
S -2.868 -0.500 -0.450
H 1.991 1.583 0.375
H -1.151 -2.658 0.131
H 0.414 -1.717 -0.428
H -2.922 0.832 -0.599



No. 2
10
Properties=species:S:1:pos:R:3 method="wB97M-V/def2-TZVPD" spin_multiplicity=3 s_squared=2.046 e_tot_ev=-26784.06082
C 0.673 -0.360 0.685
C 0.961 0.805 -0.122
N -0.576 -0.618 0.970
N -0.062 1.699 -0.243
S -3.242 -0.536 -0.379
S -1.579 0.582 0.700
H 1.357 -1.171 0.799
H 1.687 1.453 0.353
H 1.297 0.240 -0.985
H -4.296 0.041 0.190



No. 3
11
Properties=species:S:1:pos:R:3 method="wB97M-V/def2-TZVPD" spin_multiplicity=1 e_tot_ev=-37620.60949
C 0.359 -0.863 0.869
C -0.942 -0.618 0.662
N 1.277 -1.146 -0.082
N -2.063 -0.438 0.239
S 1.108 -0.675 -1.692
S -0.174 2.412 -0.420
S -3.478 0.009 -0.084
H 0.858 -0.930 1.777
H 2.137 -1.639 -0.022
H -0.080 1.089 -0.264
H 0.998 2.801 -0.984



No. 4
11
Properties=species:S:1:pos:R:3 method="wB97M-V/def2-TZVPD" spin_multiplicity=1 smiles="S=C1NSCSN1" e_tot_ev=-37622.34458
C 1.043 0.015 0.100
C -1.910 -0.032 0.535
H 0.959 1.902 0.405
H -3.006 0.214 0.321
H -1.688 0.056 1.502
H 1.070 -1.952 0.273
N 0.479 1.078 0.249
N 0.409 -1.253 -0.006
S 2.704 0.006 -0.045
S -1.266 1.470 -0.271
S -1.335 -1.406 -0.185



No. 5
11
Properties=species:S:1:pos:R:3 method="wB97M-V/def2-TZVPD" spin_multiplicity=1 e_tot_ev=-37622.89899
C 0.066 -0.758 0.572
C -1.735 0.462 -0.495
H 3.204 -1.656 -0.472
H -0.606 -1.173 1.260
H 0.335 2.103 1.157
H -2.060 1.432 -0.978
N 1.180 -1.296 0.334
N -0.422 0.432 -0.108
S 2.347 -0.643 -0.673
S 0.448 1.881 -0.175
S -2.758 -0.783 -0.423



No. 6
11
Properties=species:S:1:pos:R:3 method="wB97M-V/def2-TZVPD" spin_multiplicity=1 smiles="S[C@H]1SC=NN1S" e_tot_ev=-37621.44773
C 1.401 1.171 -0.565
C 0.241 -0.726 0.732
N 0.197 1.076 -0.876
N -0.575 0.250 0.280
S 1.948 0.039 0.638
S 0.323 -2.276 -0.431
S -2.311 0.305 0.154
H 2.164 1.793 -1.032
H -0.030 -1.082 1.653
H -0.900 -2.338 -0.975
H -2.458 1.788 0.422



No. 7
9
Properties=species:S:1:pos:R:3 method="wB97M-V/def2-TZVPD" total_charge=+1 spin_multiplicity=1 smiles="N=C=[N+]1CN1" e_tot_ev=-6597.04605
C 1.110 0.073 -0.018
C -1.355 0.522 -0.166
N 2.261 -0.046 0.028
N -0.134 -0.251 -0.534
N -1.071 -0.763 0.285
H -1.129 1.433 0.356
H -2.008 0.646 -0.971
H 3.111 -0.391 -0.231
H -0.784 -1.223 1.251



No. 8
10
Properties=species:S:1:pos:R:3 method="wB97M-V/def2-TZVPD" total_charge=+1 spin_multiplicity=1 smiles="C[N+](=O)NC#N" e_tot_ev=-8642.58427
C 2.234 -0.604 0.126
C -1.445 0.466 -0.026
N 3.307 -0.308 0.145
N 0.571 -0.792 -0.280
N -0.100 0.115 0.366
O 0.377 0.620 1.355
H -1.500 0.971 -1.020
H -1.885 1.116 0.735
H -2.118 -0.300 -0.208
H 0.559 -1.285 -1.193



No. 9
19
Properties=species:S:1:pos:R:3 method="wB97M-V/def2-TZVPD" total_charge=-1 spin_multiplicity=1 e_tot_ev=-44655.88034
C 0.211 1.099 0.319
C -1.040 0.230 0.156
N 1.324 0.422 0.334
N 2.610 0.821 0.474
N 3.052 1.606 -0.360
O 3.477 -0.423 -1.612
O 0.197 2.310 0.369
O 2.495 2.254 -1.202
O 4.442 1.747 -0.157
O 5.142 0.314 1.981
O 6.597 0.451 0.030
O 3.351 -1.730 0.470
O 5.129 -1.986 -1.044
S 5.264 0.258 0.539
S 4.114 -1.136 -0.570
H -1.811 0.583 0.915
H -1.321 0.368 -0.971
H -0.964 -0.870 0.395
H 1.252 -0.658 0.375



No. 10
11
Properties=species:S:1:pos:R:3 method="wB97M-V/def2-TZVPD" total_charge=-1 spin_multiplicity=1 e_tot_ev=-19489.07043
C 1.307 -0.382 -0.099
C 2.590 -0.418 0.515
N 2.597 1.782 0.182
N 0.924 0.791 -0.458
N 3.127 0.780 0.579
O -0.172 1.227 -0.982
S -2.571 0.929 0.580
H 0.730 -1.282 -0.247
H 3.086 -1.286 0.904
H -3.196 1.217 -0.548
H -1.334 1.070 -0.121



No. 11
11
Properties=species:S:1:pos:R:3 method="wB97M-V/def2-TZVPD" spin_multiplicity=1 e_tot_ev=-26727.91229
C 2.087 1.143 -0.051
C -0.172 0.370 -0.575
N 4.122 -0.918 -0.218
N 1.487 -1.081 0.331
N 1.206 0.292 0.037
P 3.005 -1.901 -0.081
S 2.865 2.521 0.147
H -0.339 1.402 -0.924
H -0.233 -0.282 -1.347
H -0.740 0.073 0.207
H 0.590 -1.591 0.458



No. 12
10
Properties=species:S:1:pos:R:3 method="wB97M-V/def2-TZVPD" spin_multiplicity=1 e_tot_ev=-8094.70394
C -0.727 1.410 2.258
C 0.439 -0.536 -0.851
N -1.178 1.951 1.015
N -0.912 1.181 0.099
N -0.164 0.219 0.302
N -0.090 0.393 2.265
H -1.100 2.113 3.003
H 1.335 -0.864 -0.572
H 0.650 0.086 -1.699
H -0.142 -1.348 -1.224



No. 13
10
Properties=species:S:1:pos:R:3 method="wB97M-V/def2-TZVPD" spin_multiplicity=1 smiles=Nc1c[nH]nn1 e_tot_ev=-8098.31445
N 1.856 0.155 0.057
C 0.472 -0.084 0.090
C -0.564 0.766 -0.218
N -1.666 0.013 0.023
N -1.351 -1.200 0.470
N -0.056 -1.269 0.504
H 2.220 0.136 -0.890
H 2.329 -0.566 0.591
H -0.601 1.790 -0.554
H -2.639 0.260 -0.075



No. 14
10
Properties=species:S:1:pos:R:3 method="wB97M-V/def2-TZVPD" spin_multiplicity=1 e_tot_ev=-8096.72494
C 0.752 -1.468 0.328
N -0.405 0.252 -0.282
C -1.440 0.365 -0.873
N -0.519 3.020 0.332
N 0.214 2.824 1.132
N 0.543 -0.019 0.452
H -0.213 -1.986 0.413
H 1.435 -1.801 1.103
H 1.162 -1.682 -0.666
H -1.529 0.496 -1.940



No. 15
10
Properties=species:S:1:pos:R:3 method="wB97M-V/def2-TZVPD" spin_multiplicity=1 e_tot_ev=-8094.27201
N -1.337 0.529 0.100
C 0.021 0.028 0.012
C 0.914 0.925 0.515
N 2.126 0.261 0.343
N 1.965 -0.904 -0.202
N 0.644 -1.093 -0.429
H -1.976 0.046 0.738
H -1.818 0.742 -0.778
H -0.885 1.422 0.557
H 0.346 -1.956 -0.856



No. 16
10
Properties=species:S:1:pos:R:3 method="wB97M-V/def2-TZVPD" spin_multiplicity=1 smiles=Cc1nn[nH]n1 e_tot_ev=-8097.46947
C -1.462 0.628 -0.060
C -0.134 -0.017 -0.036
H -1.829 0.890 1.109
H -1.460 1.638 -0.724
H -2.204 -0.175 -0.554
H 2.872 -0.267 0.108
N 0.028 -1.341 0.078
N 1.293 -1.574 0.123
N 1.866 -0.401 0.036
N 1.030 0.618 -0.079



No. 17
10
Properties=species:S:1:pos:R:3 method="wB97M-V/def2-TZVPD" spin_multiplicity=1 smiles=Cn1ncnn1 e_tot_ev=-8097.69559
C 0.597 0.519 1.350
N -0.273 -0.067 0.336
N 0.104 -1.229 -0.191
C -0.442 -1.166 -1.384
N -1.133 -0.018 -1.578
N -0.991 0.672 -0.488
H 0.410 0.125 2.349
H 0.519 1.608 1.343
H 1.581 0.226 0.999
H -0.230 -1.891 -2.157



No. 18
10
Properties=species:S:1:pos:R:3 method="wB97M-V/def2-TZVPD" spin_multiplicity=1 e_tot_ev=-8095.75373
N -1.497 -0.854 -1.033
C -0.390 -0.355 -0.296
N -1.011 0.759 -0.408
N 0.829 1.388 0.768
C 1.340 0.209 0.806
N 0.694 -0.857 0.212
H -2.240 -1.339 -0.550
H -1.404 -1.011 -2.027
H 1.388 2.096 1.236
H 2.290 -0.035 1.292



No. 19
10
Properties=species:S:1:pos:R:3 method="wB97M-V/def2-TZVPD" spin_multiplicity=1 smiles=Cn1cnnn1 e_tot_ev=-8096.24234
C 0.359 -1.333 -0.080
C -0.153 1.112 0.807
N 0.311 -1.767 -1.252
N -0.053 -0.793 -2.108
N -0.278 0.298 -1.476
N -0.078 0.184 -0.185
H 0.475 -1.856 0.925
H 0.379 0.697 1.679
H 0.281 2.249 0.492
H -1.244 1.210 1.198



No. 20
10
Properties=species:S:1:pos:R:3 method="wB97M-V/def2-TZVPD" spin_multiplicity=1 smiles=Cn1cnnn1 e_tot_ev=-8097.75728
C -1.449 -0.153 0.102
N -0.036 -0.030 -0.196
C 0.850 0.954 0.035
N 2.061 0.464 -0.076
N 1.899 -0.844 -0.377
N 0.656 -1.150 -0.449
H -1.546 -0.882 0.909
H -1.995 -0.509 -0.773
H -1.839 0.811 0.432
H 0.602 1.985 0.246



No. 21
10
Properties=species:S:1:pos:R:3 method="wB97M-V/def2-TZVPD" spin_multiplicity=1 smiles=Nc1c[nH]nn1 e_tot_ev=-8097.69959
N -1.640 -0.445 0.867
C -0.426 -0.118 0.196
C 0.322 -0.378 -0.962
N 1.522 0.345 -0.737
N 1.486 0.923 0.455
N 0.357 0.677 1.000
H -2.561 -0.590 0.452
H -1.715 0.200 1.654
H 0.140 -0.893 -1.918
H 2.515 0.279 -1.006



No. 22
10
Properties=species:S:1:pos:R:3 method="wB97M-V/def2-TZVPD" spin_multiplicity=1 smiles=Cc1nn[nH]n1 e_tot_ev=-8097.05562
C 0.553 -1.165 -0.967
C 0.008 -0.165 -0.035
H -0.197 -1.756 -1.577
H 1.320 -0.596 -1.583
H 1.017 -1.976 -0.355
H -0.368 2.346 1.657
N -1.305 -0.251 0.552
N -1.329 0.892 1.173
N -0.368 1.700 0.863
N 0.669 0.972 0.273



No. 23
11
Properties=species:S:1:pos:R:3 method="wB97M-V/def2-TZVPD" spin_multiplicity=1 e_tot_ev=-10142.87003
C 0.036 -0.582 -0.458
C 0.400 0.424 -2.614
N 0.560 -0.107 -1.577
N 0.970 1.103 0.919
N 0.190 0.059 0.729
N -0.541 -0.549 1.748
O 0.485 0.880 -3.687
H -0.757 -1.413 -0.585
H 0.845 1.423 1.959
H -1.064 -1.350 1.280
H -1.125 0.111 2.284



No. 24
11
Properties=species:S:1:pos:R:3 method="wB97M-V/def2-TZVPD" spin_multiplicity=1 e_tot_ev=-10144.34750
N -1.755 -1.149 0.417
C -1.227 0.057 0.174
N -1.207 1.284 0.443
N 1.371 -0.641 0.304
C 1.020 0.379 -0.359
O 1.849 1.316 -0.844
N -0.333 0.595 -0.740
H -2.278 -1.241 1.277
H -1.130 -1.917 0.210
H 2.382 -0.652 0.432
H 1.307 1.969 -1.315



No. 25
11
Properties=species:S:1:pos:R:3 method="wB97M-V/def2-TZVPD" spin_multiplicity=1 e_tot_ev=-10140.89637
N -0.696 -1.290 -1.961
C 0.049 -0.553 -1.079
N -0.395 0.658 -0.603
N -0.280 0.831 0.743
C 0.827 0.599 1.447
O 0.544 0.791 2.747
N 1.228 -0.641 -0.649
H -1.485 -0.773 -2.327
H -0.175 -1.806 -2.659
H -1.005 1.430 1.129
H 1.388 0.755 3.212



No. 26
11
Properties=species:S:1:pos:R:3 method="wB97M-V/def2-TZVPD" spin_multiplicity=1 smiles="O/N=c1/[nH]cn[nH]1" e_tot_ev=-10144.34902
C -0.395 0.170 0.125
C 1.184 -1.265 0.625
H -2.273 2.055 -0.996
H -0.213 -0.711 2.069
H 1.662 -2.051 1.143
H 0.708 0.683 -1.748
N -1.433 0.918 0.168
N 0.079 -0.652 1.107
N 1.523 -0.881 -0.568
N 0.517 0.029 -0.924
O -1.358 1.706 -1.000



No. 27
12
Properties=species:S:1:pos:R:3 method="wB97M-V/def2-TZVPD" spin_multiplicity=1 e_tot_ev=-12188.09512
C -0.795 -1.096 -0.409
C -0.576 0.297 0.244
N -0.395 -0.047 1.572
N -0.314 -1.232 1.798
N 1.145 2.134 -0.035
N 0.936 1.011 -0.490
O 1.547 0.159 -1.102
O -0.536 -1.984 0.686
H -1.668 -1.246 -1.006
H -0.001 -1.282 -1.052
H -1.489 0.921 0.078
H 2.145 2.367 -0.285



No. 28
12
Properties=species:S:1:pos:R:3 method="wB97M-V/def2-TZVPD" spin_multiplicity=1 smiles="[H]/N=c1/[nH][nH]/c(=N/O)o1" e_tot_ev=-12188.41782
C 1.044 0.542 -0.012
C -1.127 -0.288 -0.117
H 1.525 -1.406 -0.268
H -0.186 1.238 1.408
H -1.903 1.668 -0.418
H -1.647 -2.126 -0.128
N 2.270 0.378 -0.267
N 0.184 1.618 0.262
N -0.985 1.119 -0.545
N -1.983 -1.206 -0.041
O 2.544 -0.911 -0.145
O 0.266 -0.627 0.271



No. 29
12
Properties=species:S:1:pos:R:3 method="wB97M-V/def2-TZVPD" spin_multiplicity=1 e_tot_ev=-12193.48768
C -1.009 -0.518 0.770
C 0.923 0.461 -0.771
H -0.173 -1.436 2.338
H -1.311 -0.161 2.719
H 0.935 2.067 -1.982
H 0.659 0.514 -2.783
N -0.990 -0.890 2.077
N -0.170 -1.478 -0.028
N 0.562 -0.963 -0.912
N 0.890 1.062 -1.986
O -1.612 0.425 0.263
O 1.297 0.919 0.295



No. 30
12
Properties=species:S:1:pos:R:3 method="wB97M-V/def2-TZVPD" spin_multiplicity=1 e_tot_ev=-12187.80173
C -0.462 -1.394 -0.246
C -0.457 0.679 -0.891
H 1.085 -0.756 1.955
H -0.946 -2.528 -0.187
H -1.405 1.803 -2.219
H 0.082 1.905 1.697
N 0.547 -0.757 0.322
N -1.182 -0.537 -0.868
N -0.465 1.644 -1.839
N 0.627 0.573 0.114
O 1.408 -1.287 1.251
O -0.159 0.962 1.434



No. 31
12
Properties=species:S:1:pos:R:3 method="wB97M-V/def2-TZVPD" spin_multiplicity=1 smiles="Nn1[nH]c(=S)nc1O" e_tot_ev=-20977.45825
C -1.724 0.385 -0.219
C 0.250 0.942 -0.316
H 1.249 -1.452 1.348
H 2.289 -1.363 -0.162
H -1.175 -1.493 -0.873
H 1.253 2.435 0.799
N 1.214 -1.340 0.122
N 0.408 -0.450 -0.387
N -0.961 -0.801 -0.236
N -0.906 1.500 -0.282
O 1.495 1.496 0.098
S -3.392 0.139 0.110



No. 32
11
Properties=species:S:1:pos:R:3 method="wB97M-V/def2-TZVPD" spin_multiplicity=1 e_tot_ev=-18929.72835
C -0.686 0.232 2.214
C 1.880 -1.058 -0.440
N -0.614 0.393 1.028
N 1.443 -1.426 -1.472
N -0.283 0.495 -0.141
N -1.173 1.129 -0.985
S 2.547 -0.670 0.905
H -0.999 -0.574 2.810
H 0.518 -1.678 -1.781
H -0.643 1.741 -1.558
H -1.989 1.415 -0.580



No. 33
11
Properties=species:S:1:pos:R:3 method="wB97M-V/def2-TZVPD" spin_multiplicity=1 e_tot_ev=-18932.56486
C -0.038 1.235 0.248
C 1.561 -0.152 -0.083
H -2.714 -0.920 0.772
H -0.810 2.067 0.296
H 3.363 0.083 -0.232
H 0.540 -1.752 0.647
N -0.618 0.015 0.520
N 1.164 1.203 -0.214
N 2.739 -0.695 -0.096
N 0.357 -0.895 0.045
S -2.188 -0.211 -0.266



No. 34
11
Properties=species:S:1:pos:R:3 method="wB97M-V/def2-TZVPD" spin_multiplicity=1 e_tot_ev=-18928.37846
C -2.316 1.386 0.228
C -0.868 -0.095 1.327
N -1.964 0.579 1.048
N -0.239 0.388 -0.860
N 0.054 -0.210 0.219
N 1.193 -0.692 0.723
S -0.534 -0.821 2.776
H -3.236 1.697 -0.218
H 0.580 0.466 -1.454
H 2.010 -0.950 0.126
H 0.972 -0.894 1.697



No. 35
12
Properties=species:S:1:pos:R:3 method="wB97M-V/def2-TZVPD" spin_multiplicity=1 smiles="Nc1nc(=S)[nH]n1S" e_tot_ev=-29768.98284
C -0.701 -0.218 0.130
C 1.112 -1.006 0.969
H -2.660 -0.298 0.534
H -2.311 0.486 -0.939
H 2.230 -0.512 -0.701
H 0.367 2.495 -0.511
N -1.985 0.154 -0.046
N -0.259 -0.947 1.110
N 1.485 -0.161 -0.077
N 0.291 0.197 -0.749
S 2.190 -1.887 1.841
S 0.243 1.695 -1.560



No. 36
12
Properties=species:S:1:pos:R:3 method="wB97M-V/def2-TZVPD" spin_multiplicity=1 smiles=CSSc1nn[nH]n1 e_tot_ev=-29767.68474
C 1.051 -0.561 -0.066
C -2.181 -0.108 -0.263
N 2.356 -0.351 -0.130
N 2.451 0.910 0.376
N 1.266 1.466 0.663
N 0.428 0.566 0.438
S 0.186 -2.009 -0.526
S -1.591 -1.749 0.385
H -2.600 0.512 0.428
H -1.634 0.453 -1.007
H -3.100 -0.508 -0.755
H 3.369 1.378 0.456



No. 37
11
Properties=species:S:1:pos:R:3 method="wB97M-V/def2-TZVPD" total_charge=-1 spin_multiplicity=1 e_tot_ev=-9584.73487
C 1.272 -0.129 0.224
C -1.967 0.020 -0.218
N 2.085 -1.098 -0.124
N 1.697 1.103 0.205
N 3.124 -0.406 -0.431
N 2.936 0.921 -0.217
N -1.285 -0.810 0.724
H -1.673 -0.260 -1.225
H -3.029 -0.262 -0.235
H -2.079 1.058 -0.148
H -1.080 -0.136 1.446



No. 38
12
Properties=species:S:1:pos:R:3 method="wB97M-V/def2-TZVPD" spin_multiplicity=1 e_tot_ev=-11075.28263
C -1.810 -0.602 -0.399
C 0.196 -0.435 0.433
H 2.104 0.290 -0.233
H 1.568 1.715 0.626
H -2.780 -1.208 -0.636
H 1.068 -1.665 1.597
N 1.584 1.268 -0.406
N 0.290 0.749 -0.301
N -0.688 1.188 -1.191
N -1.739 0.545 -1.127
N -0.893 -1.149 0.379
N 1.102 -0.696 1.258



No. 39
12
Properties=species:S:1:pos:R:3 method="wB97M-V/def2-TZVPD" spin_multiplicity=1 smiles="[H]/N=c1/nc(N)nn[nH]1" e_tot_ev=-11075.30120
C -1.006 -0.179 0.085
C 1.072 -0.568 -0.099
H -2.965 -0.040 0.111
H -2.299 -1.786 0.025
H 2.058 1.369 0.314
H 2.960 -0.551 0.161
N -2.239 -0.803 -0.168
N -0.977 1.221 0.026
N 0.165 1.710 0.074
N 1.089 0.862 -0.198
N 2.065 -1.144 -0.030
N -0.124 -1.061 0.221



No. 40
12
Properties=species:S:1:pos:R:3 method="wB97M-V/def2-TZVPD" spin_multiplicity=1 smiles="N/N=C/n1ncnn1" e_tot_ev=-11076.26005
C 0.227 -0.052 0.800
C 0.379 -1.163 -2.362
H 0.543 1.561 2.486
H -1.043 2.070 2.467
H 0.978 -0.643 1.411
H 0.803 -1.667 -3.219
N -0.403 1.228 2.527
N -0.652 0.762 1.231
N -0.029 -0.510 -0.485
N 0.896 -1.206 -1.150
N -0.744 -0.366 -2.463
N -0.956 -0.013 -1.242



| no. | largest force on an atom (Eh/bohr) |
| --- | --- |
| 1 | 0.122 |
| 2 | 0.080 |
| 3 | 0.097 |
| 4 | 0.196 |
| 5 | 0.049 |
| 6 | 0.098 |
| 7 | 0.104 |
| 8 | 0.201 |
| 9 | 0.102 |
| 10 | 0.044 |
| 11 | 0.096 |
| 12 | 0.085 |
| 13 | 0.004 |
| 14 | 0.037 |
| 15 | 0.013 |
| 16 | 0.070 |
| 17 | 0.011 |
| 18 | 0.008 |
| 19 | 0.157 |
| 20 | 0.005 |
| 21 | 0.031 |
| 22 | 0.086 |
| 23 | 0.062 |
| 24 | 0.008 |
| 25 | 0.028 |
| 26 | 0.052 |
| 27 | 0.099 |
| 28 | 0.090 |
| 29 | 0.050 |
| 30 | 0.106 |
| 31 | 0.160 |
| 32 | 0.057 |
| 33 | 0.052 |
| 34 | 0.069 |
| 35 | 0.018 |
| 36 | 0.088 |
| 37 | 0.077 |
| 38 | 0.118 |
| 39 | 0.253 |
| 40 | 0.054 |